{
  "formula": "C48H77FN3O22P2",
  "method": "ωB97M-V/def2-TZVPD",
  "charge": 1,
  "multiplicity": 1,
  "lumo_ha": -0.0747,
  "symbols": ["C", "C", "C", "C", "C", "C", "C", "C", "O", "O", "C", "N", "N", "P", "O", "O", "C", "F", "C", "C", "C", "C", "C", "C", "C", "C", "P", "C", "C", "C", "N", "C", "C", "C", "H", "H", "H", "H", "H", "H", "H", "H", "H", "H", "H", "H", "H", "H", "H", "H", "H", "H", "H", "H", "H", "H", "H", "H", "H", "H", "H", "H", "H", "H", "H", "H", "H", "H", "H", "H", "H", "H", "H", "H", "H", "C", "C", "C", "O", "C", "O", "O", "H", "H", "H", "H", "H", "H", "C", "C", "C", "O", "C", "O", "O", "H", "H", "H", "H", "H", "H", "C", "C", "C", "O", "C", "O", "O", "H", "H", "H", "H", "H", "H", "C", "C", "C", "O", "C", "O", "O", "H", "H", "H", "H", "H", "H", "C", "C", "C", "O", "C", "O", "O", "H", "H", "H", "H", "H", "H", "C", "C", "C", "O", "C", "O", "O", "H", "H", "H", "H", "H", "H"],
  "xyz": [[2.671, -3.721, 2.599], [1.754, -3.992, 1.656], [1.074, -2.900, 0.877], [-0.461, -2.946, 0.679], [-0.927, -4.427, 0.662], [-0.308, -5.285, -0.463], [-0.522, -6.772, -0.115], [-1.984, -7.092, -0.270], [-2.751, -7.242, 0.646], [-2.403, -7.156, -1.557], [-1.118, -2.319, 1.925], [-0.794, -3.046, 3.140], [-2.577, -2.167, 1.677], [-3.685, -1.847, 3.166], [-5.133, -1.807, 2.477], [-3.685, -3.296, 3.888], [-2.775, -0.983, 0.768], [-2.560, 0.133, 1.545], [-1.970, -1.047, -0.528], [-2.901, -1.087, -1.758], [-4.091, -2.017, -1.603], [-4.049, -3.401, -1.761], [-5.182, -4.187, -1.596], [-6.408, -3.611, -1.298], [-6.469, -2.232, -1.170], [-5.334, -1.452, -1.304], [-1.013, 0.576, -0.736], [0.232, 0.767, 0.593], [-2.202, 1.981, -0.740], [-0.979, -2.305, -0.678], [0.006, -1.961, -1.659], [0.307, -2.844, -2.777], [1.712, -3.485, -2.729], [2.419, -3.320, -4.095], [2.527, -2.905, 3.301], [3.567, -4.325, 2.675], [1.556, -5.036, 1.440], [1.612, -2.837, -0.065], [1.312, -1.974, 1.418], [-0.788, -4.897, 1.632], [-2.008, -4.469, 0.464], [0.746, -5.073, -0.599], [-0.900, -5.108, -1.359], [0.013, -7.417, -0.813], [-0.283, -6.992, 0.921], [-3.351, -6.962, -1.550], [-0.695, -1.311, 1.992], [-1.321, -2.713, 3.939], [0.167, -2.817, 3.373], [-2.975, -2.957, 1.150], [-5.497, -2.692, 2.305], [-3.627, -3.131, 4.841], [-3.843, -0.967, 0.556], [-3.291, -0.099, -1.996], [-2.316, -1.379, -2.630], [-3.117, -3.897, -2.005], [-5.090, -5.259, -1.711], [-7.275, -4.245, -1.187], [-7.428, -1.772, -0.968], [-5.429, -0.378, -1.202], [-0.154, 0.888, 1.606], [0.957, -0.043, 0.530], [0.776, 1.679, 0.349], [-2.018, 2.644, 0.102], [-3.240, 1.653, -0.676], [-2.077, 2.514, -1.677], [-1.605, -3.055, -1.147], [0.819, -1.488, -1.303], [0.298, -2.230, -3.683], [-0.457, -3.605, -2.935], [2.338, -2.949, -2.018], [1.683, -4.555, -2.543], [3.025, -2.414, -4.118], [1.706, -3.251, -4.917], [3.074, -4.162, -4.312], [-4.444, 3.162, 4.663], [-2.999, 2.919, 4.319], [-2.013, 3.904, 4.907], [-0.937, 3.851, 3.954], [-1.469, 3.503, 2.765], [-0.887, 3.541, 1.724], [-2.751, 3.104, 2.907], [-5.086, 2.442, 4.156], [-4.599, 3.065, 5.737], [-4.754, 4.159, 4.346], [-2.718, 1.892, 4.570], [-1.659, 3.627, 5.896], [-2.402, 4.924, 4.930], [0.529, 6.444, 1.087], [1.953, 6.139, 0.716], [2.995, 7.080, 1.277], [4.048, 6.971, 0.303], [3.476, 6.639, -0.879], [4.037, 6.646, -1.926], [2.177, 6.301, -0.701], [-0.136, 5.735, 0.595], [0.388, 6.363, 2.164], [0.231, 7.436, 0.772], [2.196, 5.103, 0.972], [3.356, 6.789, 2.261], [2.654, 8.116, 1.304], [7.490, -1.133, -2.975], [6.113, -1.636, -2.638], [5.447, -0.976, -1.451], [4.561, -2.012, -0.991], [5.115, -3.203, -1.354], [4.723, -4.261, -0.974], [6.145, -3.012, -2.196], [7.903, -1.703, -3.799], [7.455, -0.081, -3.259], [8.163, -1.250, -2.124], [5.468, -1.589, -3.520], [4.885, -0.083, -1.711], [6.153, -0.746, -0.650], [0.106, 12.873, -0.814], [0.511, 12.117, 0.424], [1.788, 11.317, 0.306], [1.571, 10.274, 1.270], [0.234, 10.089, 1.377], [-0.278, 9.180, 1.948], [-0.434, 11.074, 0.739], [-0.848, 13.374, -0.661], [0.857, 13.622, -1.063], [-0.013, 12.193, -1.659], [0.554, 12.791, 1.284], [2.683, 11.882, 0.552], [1.906, 10.858, -0.678], [11.947, -1.716, -8.239], [10.798, -1.265, -7.376], [11.088, -1.195, -5.894], [9.786, -1.400, -5.325], [9.068, -2.133, -6.215], [8.012, -2.627, -5.979], [9.718, -2.220, -7.395], [11.637, -1.791, -9.280], [12.772, -1.006, -8.172], [12.298, -2.701, -7.930], [10.401, -0.313, -7.738], [11.496, -0.239, -5.577], [11.743, -2.001, -5.555], [-10.455, -2.561, 4.432], [-8.955, -2.592, 4.560], [-8.419, -3.357, 5.750], [-7.162, -2.699, 5.981], [-7.280, -1.426, 5.529], [-6.489, -0.563, 5.736], [-8.419, -1.278, 4.818], [-10.754, -1.947, 3.584], [-10.844, -3.569, 4.287], [-10.908, -2.129, 5.325], [-8.502, -2.956, 3.632], [-8.266, -4.415, 5.556], [-9.040, -3.235, 6.640]],
  "forces_ev_per_angstrom": [[-0.44, -0.17, -0.26], [0.22, -0.01, 0.50], [-0.87, 0.43, 1.22], [-0.38, -1.45, -0.09], [0.04, -0.01, -0.68], [-0.72, -0.28, 0.87], [-0.37, -0.15, -0.55], [-0.31, -0.20, 0.48], [-0.05, 0.23, -0.04], [0.28, 0.63, -0.15], [1.37, 0.60, -0.21], [-0.36, 0.00, 0.14], [-0.81, -0.23, -0.01], [-0.04, 1.31, 1.43], [0.41, -0.63, -0.41], [0.03, 0.07, -0.53], [-1.00, -0.12, -0.57], [0.32, -0.16, 0.18], [0.73, 0.55, 0.85], [-0.40, -0.39, -0.13], [-0.35, 0.29, -0.06], [0.31, -0.08, 0.17], [0.10, -0.02, 0.06], [0.40, -0.14, -0.07], [-0.44, -0.10, 0.16], [0.00, -0.06, -0.09], [0.98, -0.13, -2.08], [-0.54, 0.28, 0.39], [-0.28, -0.31, 0.73], [0.10, 1.11, 0.42], [-0.45, -0.89, 0.11], [0.82, 0.44, -0.22], [0.10, 0.22, -1.30], [0.06, -0.13, 0.03], [0.75, 0.78, -0.72], [-0.48, -0.65, 0.90], [0.70, 0.03, -0.98], [-0.09, -0.13, -0.11], [0.15, 0.12, -0.22], [0.18, 0.07, 0.05], [-0.08, 0.05, 0.21], [0.02, 0.02, -0.22], [0.57, 0.16, -0.39], [0.25, 0.03, 0.13], [0.32, -0.07, -0.04], [-0.08, -0.50, 0.01], [-0.58, 0.27, -0.06], [-0.08, 0.04, -0.08], [0.12, -0.32, -0.14], [0.38, -0.23, 0.08], [-0.15, 0.11, -0.13], [-0.04, -0.32, 0.03], [0.02, -0.06, -0.01], [0.01, 0.07, 0.11], [0.24, -0.01, 0.12], [-0.01, 0.02, -0.17], [-0.11, -0.04, -0.03], [-0.13, 0.12, 0.00], [0.03, 0.12, 0.02], [0.06, 0.05, -0.02], [0.11, -0.12, 0.08], [-0.05, -0.11, 0.04], [-0.05, 0.07, -0.04], [0.00, 0.07, -0.04], [-0.02, -0.01, 0.05], [0.08, 0.04, -0.02], [0.01, -0.14, 0.07], [-0.01, 0.12, -0.09], [-0.16, 0.04, -0.03], [-0.19, 0.06, 0.30], [-0.08, -0.35, 0.41], [-0.04, 0.07, 0.57], [-0.04, 0.07, -0.04], [-0.05, -0.07, -0.01], [0.10, 0.02, 0.05], [-0.12, 0.07, -0.32], [-0.26, 0.13, 0.19], [0.06, -0.05, 0.09], [-0.05, 0.02, 0.02], [-0.04, 0.04, -0.09], [0.08, -0.01, 0.16], [0.12, -0.12, 0.05], [0.01, -0.06, 0.08], [0.02, -0.03, 0.01], [0.06, 0.04, 0.06], [0.07, 0.00, -0.02], [0.16, -0.03, -0.07], [-0.08, -0.03, -0.01], [-0.19, -0.27, -0.49], [-0.24, 0.08, 0.23], [0.07, 0.01, 0.06], [-0.06, 0.03, 0.02], [-0.01, -0.01, -0.07], [0.01, 0.01, 0.00], [0.13, -0.07, 0.06], [0.03, -0.11, 0.12], [0.03, 0.01, 0.01], [0.15, 0.07, 0.04], [0.06, 0.00, -0.03], [0.15, -0.05, -0.07], [-0.09, -0.06, 0.01], [0.20, -0.30, 0.17], [0.23, 0.28, -0.02], [-0.12, 0.05, -0.03], [0.04, 0.04, -0.01], [0.00, -0.13, -0.03], [-0.09, 0.04, 0.05], [-0.16, 0.05, -0.01], [-0.07, 0.03, -0.07], [-0.06, 0.00, -0.01], [-0.07, 0.08, 0.07], [-0.05, -0.05, 0.03], [-0.14, -0.08, 0.03], [0.07, 0.00, -0.05], [-0.29, -0.15, -0.07], [0.05, 0.17, -0.28], [0.10, 0.04, 0.05], [0.01, 0.00, -0.06], [-0.20, 0.11, 0.01], [0.02, 0.24, 0.13], [0.09, 0.00, 0.13], [0.04, 0.06, 0.04], [0.02, 0.00, 0.03], [0.09, -0.02, 0.00], [0.03, -0.05, 0.04], [0.02, -0.10, 0.15], [-0.06, 0.06, -0.04], [-0.12, -0.28, -0.12], [0.32, -0.04, -0.10], [0.00, 0.14, 0.09], [0.11, -0.06, -0.14], [-0.03, -0.05, -0.06], [-0.02, 0.02, 0.03], [-0.07, 0.13, 0.06], [0.01, 0.08, -0.01], [-0.02, 0.03, 0.02], [0.03, 0.04, 0.08], [-0.04, 0.01, 0.06], [-0.15, 0.03, 0.09], [0.04, -0.02, -0.10], [-0.05, 0.31, 0.02], [-0.32, -0.10, 0.07], [0.06, -0.11, -0.02], [-0.02, -0.01, -0.05], [-0.09, 0.09, 0.05], [0.15, -0.04, -0.08], [0.16, -0.07, -0.06], [0.01, -0.06, -0.04], [0.03, -0.02, 0.00], [0.03, -0.07, 0.05], [0.05, -0.01, 0.03], [0.17, 0.02, 0.01], [-0.07, 0.03, -0.05]],
  "lowdin_charge": [0.0252, -0.1625, -0.1221, -0.2831, -0.1368, -0.1522, -0.0773, -0.5356, 0.1084, 0.1011, -0.3151, 0.1111, -0.0442, 0.9377, -0.2108, -0.2226, -0.3134, -0.0189, -0.3964, -0.1313, -0.2140, -0.0373, -0.0709, -0.0790, -0.0748, -0.0512, 0.9993, -0.2712, -0.2512, -0.2292, -0.0446, -0.1936, -0.2173, -0.0912, 0.0578, 0.0656, 0.1024, 0.1001, 0.1111, 0.1150, 0.1091, 0.1012, 0.0974, 0.1342, 0.1266, 0.1101, 0.1353, 0.0557, 0.0828, 0.1531, 0.0880, 0.0780, 0.1229, 0.1000, 0.1283, 0.1005, 0.0977, 0.1071, 0.1096, 0.1215, 0.0274, 0.0167, 0.0425, 0.0105, 0.0335, 0.0365, 0.0901, 0.0933, 0.1071, 0.1126, 0.0733, 0.0983, 0.0663, 0.0691, 0.0763, -0.0131, -0.3250, -0.0780, 0.0717, -0.5567, 0.1264, 0.0805, 0.0866, 0.0962, 0.0944, 0.1534, 0.1408, 0.1440, -0.0184, -0.3133, -0.0784, 0.0620, -0.5723, 0.1571, 0.0859, 0.0777, 0.0961, 0.0626, 0.1557, 0.1399, 0.1201, -0.0108, -0.3150, -0.0861, 0.0287, -0.5787, 0.1520, 0.0997, 0.0524, 0.1010, 0.0981, 0.1536, 0.1387, 0.1394, -0.0197, -0.3253, -0.0806, 0.0455, -0.5603, 0.1471, 0.0934, 0.0892, 0.0936, 0.0931, 0.1600, 0.1412, 0.1430, -0.0202, -0.3264, -0.0862, 0.0434, -0.5611, 0.1606, 0.0929, 0.0895, 0.0931, 0.0929, 0.1597, 0.1397, 0.1412, -0.0170, -0.3313, -0.0854, 0.0525, -0.5782, 0.1468, 0.0880, 0.0902, 0.0950, 0.0955, 0.1526, 0.1403, 0.1432]
}